# 1
ORCA calculation (the ωB97M-V functional and the def2-TZVPD basis) on a cluster of 2 separate species, C3H7NO2P in total at a distorted geometry.

Structure (ORCA input):
```
! wB97M-V def2-TZVPD RIJCOSX def2/J DEFGRID3
* xyz 1 1
C -0.68 1.55 0.72
C -1.55 0.20 -1.01
C 2.52 -1.53 0.11
N -0.37 0.92 -0.55
O -0.61 0.46 1.57
O -1.27 -1.19 -0.47
P -0.07 -0.51 0.34
H 0.03 2.23 0.92
H -1.61 2.09 0.74
H -2.51 0.48 -0.50
H -1.59 0.14 -2.18
H 2.50 -2.47 -0.46
H 2.64 -1.72 1.24
H 2.57 -0.63 -0.46
*
```

LUMO energy (spin up / spin down), eV: -7.1 / -7.1

***

# 2
ORCA calculation (the ωB97M-V functional and the def2-TZVPD basis) on an isolated molecule of C3H7NO2S at a distorted geometry.

Structure (ORCA input):
```
! wB97M-V def2-TZVPD RIJCOSX def2/J DEFGRID3
* xyz 0 1
O -0.99 0.63 1.78
C -1.53 0.29 0.76
O -2.85 -0.07 0.71
N -0.96 0.22 -0.48
C 0.47 0.37 -0.60
C 1.23 -0.92 -0.38
S 3.03 -0.67 -0.12
H -3.15 0.25 1.57
H -1.59 0.26 -1.23
H 0.69 0.86 -1.55
H 0.79 1.08 0.16
H 0.83 -1.32 0.55
H 1.14 -1.64 -1.19
H 2.91 0.66 0.03
*
```

LUMO energy, eV: 0.7

***

Sequential ΔE to the lowest compared entry with this formula, charge and spin output: 367.78 10.76 kJ/mol